[1]
35
Properties=species:S:1:pos:R:3:lowdin_charge:R:1 method="wB97M-V/def2-TZVPD" homo_energy_ev=-9.0909 lumo_ev=0.35 largest_force_ev_per_a=18.3 energy_ha=-1010.861265
O 2.516 2.027 1.351 0.2352
O -2.707 -2.014 0.724 0.0807
O 4.581 -0.909 -1.555 -0.0641
O -1.286 -0.243 -0.159 0.0651
N 3.280 0.129 -0.105 0.1420
C -6.208 0.356 0.075 0.0744
C 4.656 2.012 0.480 -0.1404
C -0.065 -2.295 0.003 0.0558
C 1.262 -2.781 0.061 -0.0488
C 0.893 -0.256 -0.200 0.0250
C -4.634 1.979 -0.695 -0.1778
C -5.892 1.855 -0.503 -0.0099
C -3.752 0.202 -0.291 -0.0670
C 2.280 -2.076 0.331 0.0153
C -5.009 -0.476 0.247 0.0583
C -2.469 -0.910 0.193 -0.2116
C 2.100 -0.668 0.093 -0.1573
C 4.427 0.156 -0.696 -0.3858
C -0.161 -0.984 -0.035 -0.3375
C 5.281 1.199 -0.389 -0.2042
C -3.471 1.362 -0.496 -0.0833
C 3.252 1.454 0.790 -0.3718
H 4.391 3.153 -0.097 0.2122
H 6.281 0.965 -0.045 0.1582
H 5.466 1.777 -1.325 0.1704
H 3.269 -2.240 0.129 0.0993
H -4.516 3.052 -1.052 0.1420
H 1.385 -3.666 0.289 0.0456
H -2.587 1.637 -0.652 0.0736
H -7.161 0.001 0.011 0.0406
H 5.113 2.376 1.490 0.1650
H -6.746 2.382 -0.615 0.0612
H -0.809 -3.045 0.113 0.1176
H -5.162 -1.342 0.465 -0.0146
H 0.623 1.029 0.038 0.2368

---

[2]
5
Properties=species:S:1:pos:R:3:lowdin_charge:R:1 method="wB97M-V/def2-TZVPD" homo_energy_ev=-9.6481 lumo_ev=0.28 largest_force_ev_per_a=5.3 energy_ha=-553.866833
S -0.853 0.859 0.115 0.6328
F 1.740 0.197 -0.129 -0.1914
N 0.481 -0.372 -0.141 -0.4367
H -1.740 0.387 -0.772 -0.1764
H 0.371 -1.071 0.927 0.1718

---

[3]
23
Properties=species:S:1:pos:R:3:lowdin_spin:R:1 method="wB97M-V/def2-TZVPD" homo_energy_ev="-11.8726 / -11.7660" lumo_ev="-4.47 / -8.16" largest_force_ev_per_a=1.3 total_charge=+1 energy_ha=-7946.530405 spin_multiplicity=5
Rh 0.595 -0.318 -0.027 2.4024
Br 2.492 -1.965 0.076 0.1186
Br 4.737 0.346 -0.062 0.0064
Cl -3.588 -4.226 -0.017 0.0553
Cl -4.960 1.011 -0.003 -0.0035
Cl -0.584 -3.433 -0.009 0.0388
Cl -5.759 -1.996 -0.023 0.1302
Cl -1.927 1.741 0.033 0.1075
N 1.418 1.498 -0.026 0.1431
C -2.427 0.111 0.013 0.1407
C -4.132 -1.569 -0.009 0.2021
C -3.134 -2.590 -0.008 0.0953
C 1.674 2.636 0.031 0.0634
C -1.404 -0.881 0.006 0.3702
C -1.803 -2.229 -0.001 0.0518
C 4.420 -1.536 -0.003 0.0286
C -3.770 -0.206 0.001 -0.0026
B 2.041 4.109 -0.010 0.0219
H 4.792 -2.003 -0.905 0.0015
H 1.123 4.679 -0.543 0.0101
H 3.155 4.155 -0.481 0.0129
H 4.852 -1.957 0.896 0.0023
H 2.190 4.623 1.071 0.0029

---

[4]
22
Properties=species:S:1:pos:R:3:lowdin_charge:R:1 method="wB97M-V/def2-TZVPD" homo_energy_ev=-9.1451 lumo_ev=0.58 largest_force_ev_per_a=3.4 smiles="CN[C@H](C=O)CCS.O" energy_ha=-801.670498
S -2.561 2.127 -0.503 0.6969
O 2.315 1.256 -1.309 0.0656
O -2.113 -1.825 1.177 -0.0780
N 0.663 -0.930 0.844 -0.0736
C 1.826 0.170 -1.103 -0.2080
C 0.084 1.331 0.219 -0.2062
C 0.532 -0.008 -0.366 -0.3190
C -0.784 2.061 -0.889 -0.5664
C 0.893 -2.329 0.364 -0.1268
H 0.787 2.143 0.408 0.1104
H 2.398 -0.702 -1.469 0.1253
H 1.584 -0.688 1.213 0.1090
H -2.809 -1.178 1.355 0.0333
H -0.522 1.781 -1.907 0.0727
H -0.089 -2.735 0.075 0.0716
H -0.241 -0.457 -0.996 0.1547
H -0.423 3.106 -0.960 0.0656
H -1.371 -1.191 1.220 -0.0048
H -0.532 1.182 1.102 0.0847
H 1.249 -2.834 1.258 0.0835
H 1.484 -2.628 -0.513 0.0735
H -2.370 2.347 0.780 -0.1639

---

[5]
74
Properties=species:S:1:pos:R:3:lowdin_spin:R:1 method="wB97M-V/def2-TZVPD" homo_energy_ev="-13.8951 / -16.1845" lumo_ev="-8.61 / -11.59" largest_force_ev_per_a=6.5 total_charge=+3 energy_ha=-2289.508641 spin_multiplicity=5
Ir -0.416 0.622 0.594 0.4612
P 1.200 2.250 0.683 0.0101
P -2.076 2.082 0.733 0.0340
P -0.236 0.049 2.840 0.1246
O 0.772 -1.109 0.033 0.2823
O -5.716 -3.983 -1.048 0.8282
N -4.878 -3.647 -3.131 0.1497
N -1.914 -0.757 -0.183 0.2157
C -0.817 -1.659 3.146 0.0424
C -2.023 3.557 1.827 -0.0019
C -2.858 -1.333 0.591 0.0896
C 2.695 -0.591 -3.027 0.0471
C 1.189 3.529 -0.624 0.0114
C -3.807 -2.578 -1.257 0.2357
C 1.671 -1.228 -0.904 0.1525
C -4.888 -3.455 -1.781 0.2437
C 3.886 -2.038 -1.485 0.0136
C 1.509 -0.090 3.378 -0.0009
C -2.341 2.845 -0.907 0.0262
C 5.847 -3.678 -3.238 0.0251
C 3.848 -1.271 -2.660 0.2495
C 2.900 1.582 0.562 0.0011
C 2.820 -2.024 -0.608 0.1124
C 1.610 -0.560 -2.171 0.1449
C -1.080 1.067 4.103 0.0232
C -1.887 -1.106 -1.486 0.0759
C -3.799 1.566 1.114 0.0059
C -3.809 -2.220 0.094 0.0780
C 1.355 3.296 2.195 -0.0011
C -2.774 -2.041 -2.036 0.0908
C 5.492 -3.033 -4.336 0.0142
H 2.652 -0.075 -3.987 -0.0013
H -0.562 -2.282 2.283 0.0008
H -0.977 0.580 5.082 0.0056
H -2.633 -2.306 -3.083 0.0053
H -5.634 -4.161 -3.524 0.0039
H 2.837 -2.557 0.347 0.0027
H 0.390 4.261 -0.466 0.0001
H -3.853 1.020 2.061 0.0000
H 0.970 2.804 3.092 -0.0001
H 3.035 0.720 1.221 0.0000
H 2.060 -0.695 2.655 0.0002
H 5.969 -2.085 -4.619 -0.0002
H -2.802 3.480 2.594 -0.0001
H 1.981 0.887 3.476 0.0001
H 5.432 -4.651 -2.956 0.0005
H -4.436 2.457 1.203 0.0003
H 3.595 2.373 0.860 0.0000
H -1.130 -0.631 -2.118 0.0065
H -0.317 -2.057 4.037 0.0074
H 0.735 0.026 -2.461 0.0134
H 3.111 1.281 -0.468 0.0014
H 0.449 1.027 -0.774 0.1352
H -2.872 -1.048 1.646 0.0053
H -1.900 -1.675 3.304 0.0001
H 2.151 4.057 -0.613 0.0012
H -2.210 4.464 1.242 -0.0001
H -0.654 2.074 4.176 -0.0002
H 2.415 3.519 2.363 -0.0001
H 4.758 -2.648 -1.270 -0.0024
H 4.739 -3.397 -5.039 -0.0004
H -1.070 3.679 2.339 0.0001
H -2.591 2.065 -1.634 0.0006
H -4.215 0.938 0.321 0.0009
H -2.150 1.159 3.877 0.0003
H 4.684 -1.283 -3.349 0.0072
H -4.314 -3.107 -3.764 0.0067
H 0.842 4.254 2.061 0.0000
H -1.447 3.376 -1.249 0.0002
H 1.063 3.052 -1.601 0.0036
H 6.629 -3.293 -2.572 0.0009
H 1.527 -0.597 4.347 0.0005
H -4.552 -2.603 0.793 0.0043
H -3.179 3.553 -0.846 0.0040

---

[6]
13
Properties=species:S:1:pos:R:3:lowdin_charge:R:1 method="wB97M-V/def2-TZVPD" homo_energy_ev=-4.1060 lumo_ev=3.90 largest_force_ev_per_a=0.5 total_charge=-1 energy_ha=-398.435548
O -0.831 -1.528 -0.606 -0.1099
O -0.899 0.417 -1.760 -0.1019
O 1.009 0.304 2.501 -0.0593
N 0.751 -1.096 -2.179 0.0657
C -0.439 -0.707 -1.466 -0.8912
C -0.831 1.419 1.501 0.0123
C 0.281 0.718 1.388 -0.2733
H 0.839 -2.078 -2.380 0.0444
H 0.931 -0.510 -2.979 0.0457
H -1.364 1.672 0.598 0.0460
H -1.184 1.674 2.494 0.0483
H 1.062 -0.655 2.447 0.0840
H 0.676 0.371 0.441 0.0893

---

[7]
56
Properties=species:S:1:pos:R:3:lowdin_spin:R:1 method="wB97M-V/def2-TZVPD" homo_energy_ev="-1.3453 / -1.3277" lumo_ev="6.21 / 6.21" largest_force_ev_per_a=7.4 total_charge=-3 energy_ha=-7680.089963 spin_multiplicity=4
Cr 18.207 11.660 11.519 2.8124
S 19.376 14.311 9.703 0.0082
S 18.713 9.364 9.217 0.0044
S 17.191 13.981 13.801 0.0028
S 20.694 12.223 13.968 0.0018
S 17.196 9.920 14.327 0.0058
S 20.406 9.079 11.134 0.0042
S 15.127 11.547 10.116 0.0058
F 19.605 14.863 7.094 0.0008
F 22.420 14.185 14.778 -0.0004
F 23.040 9.347 10.757 0.0007
F 14.962 8.648 14.963 0.0004
F 18.815 12.898 7.487 0.0001
F 14.653 10.667 14.250 0.0001
F 14.210 12.500 7.688 -0.0001
F 20.922 13.160 7.834 0.0002
F 16.073 13.538 8.486 0.0002
F 21.998 11.235 11.363 0.0002
F 22.618 13.526 12.746 -0.0001
F 21.740 10.557 9.380 0.0002
F 14.545 14.053 14.342 -0.0001
F 14.043 13.897 9.271 -0.0001
F 18.009 6.854 9.041 0.0003
F 20.979 14.841 13.344 0.0000
F 14.953 15.032 12.443 -0.0001
F 16.315 8.257 9.303 0.0001
F 17.695 7.627 11.029 0.0004
F 15.440 16.083 14.363 -0.0003
F 15.155 9.170 12.767 0.0002
O 14.541 10.322 9.504 0.0014
O 20.609 7.738 10.613 -0.0009
O 20.613 14.761 10.345 0.0011
O 18.292 15.319 9.776 0.0031
O 17.474 10.866 15.405 0.0023
O 17.303 13.036 12.662 0.0106
O 17.864 8.627 14.459 0.0007
O 21.545 11.048 14.194 0.0025
O 17.392 13.361 15.133 0.0013
O 19.832 12.445 15.149 0.0020
O 17.873 10.323 8.433 0.0002
O 19.809 12.171 12.753 0.0131
O 16.570 11.569 10.453 0.0307
O 14.453 11.913 11.356 0.0048
O 19.766 8.851 8.336 0.0004
O 18.911 13.085 10.436 0.0339
O 20.350 9.285 12.582 0.0010
O 17.599 10.521 13.003 0.0288
O 18.210 15.007 13.730 0.0030
N 18.998 10.033 10.633 0.0094
C 15.423 14.855 13.701 -0.0012
C 15.311 9.565 14.076 0.0007
C 21.975 10.106 10.609 0.0021
C 21.753 13.815 13.737 -0.0013
C 14.840 12.993 8.758 -0.0005
C 17.551 7.899 9.726 0.0010
C 19.731 13.761 7.894 0.0017

---

[8]
17
Properties=species:S:1:pos:R:3:lowdin_spin:R:1 method="wB97M-V/def2-TZVPD" homo_energy_ev="-8.3828 / -13.4859" lumo_ev="-4.47 / -4.56" largest_force_ev_per_a=4.2 total_charge=+1 energy_ha=-664.662532 spin_multiplicity=2
Na 0.371 3.666 1.011 0.0036
O 2.327 2.831 0.430 0.0006
O 0.871 1.323 -0.092 0.0066
O 3.015 1.131 -0.871 0.0006
O -3.737 -2.448 -0.266 0.3057
C 2.204 1.705 -0.111 0.0013
C -1.258 -1.886 0.210 0.1213
C -0.859 -0.299 0.099 0.0781
C 0.630 -0.012 0.322 0.0123
C -2.638 -2.203 -0.059 0.4321
Li 1.244 1.185 -2.392 0.0048
H 1.208 -0.666 -0.335 0.0009
H 0.815 0.012 1.400 0.0003
H -0.981 -2.234 1.205 0.0104
H -1.152 0.054 -0.890 0.0046
H -1.442 0.271 0.822 0.0039
H -0.616 -2.432 -0.482 0.0129

---

[9]
14
Properties=species:S:1:pos:R:3:lowdin_charge:R:1 method="wB97M-V/def2-TZVPD" homo_energy_ev=-15.9221 lumo_ev=-5.35 largest_force_ev_per_a=3.7 smiles="C=[N+]=C(C)OC" total_charge=+1 energy_ha=-286.863821
O 1.026 0.618 -0.463 -0.0280
N -0.981 -0.265 0.191 0.1515
C 1.173 -1.764 -0.352 0.0663
C 0.267 -0.436 -0.060 -0.2137
C 0.412 1.923 -0.330 0.0004
C -2.110 -0.217 0.784 0.2037
H -3.093 -0.096 0.442 0.1068
H -2.001 -0.349 1.826 0.1090
H 1.778 -1.519 -1.203 0.0722
H -0.236 1.947 0.460 0.0474
H 0.710 -2.771 -0.423 0.0934
H 1.176 2.696 -0.081 0.1286
H -0.107 2.128 -1.285 0.1246
H 1.986 -1.896 0.495 0.1377

---

[10]
15
Properties=species:S:1:pos:R:3:lowdin_charge:R:1 method="wB97M-V/def2-TZVPD" homo_energy_ev=-8.8362 lumo_ev=0.64 largest_force_ev_per_a=0.7 energy_ha=-345.690276
O 1.718 -0.151 0.731 -0.0435
O 3.644 0.893 1.365 0.1304
C -0.958 -0.358 0.073 -0.2732
C 3.037 -0.111 1.187 -0.2945
C 0.057 0.443 -0.743 -0.2358
C 1.523 0.438 -0.451 0.0151
C -2.375 -0.118 -0.447 -0.1206
H -0.716 -1.427 0.017 0.1099
H -0.892 -0.082 1.132 0.1069
H -0.043 0.232 -1.816 0.1132
H -0.163 1.524 -0.675 0.1285
H 3.389 -1.130 1.386 0.1466
H -2.457 -0.398 -1.504 0.0732
H -3.118 -0.697 0.111 0.0697
H -2.647 0.942 -0.366 0.0741

---

[11]
122
Properties=species:S:1:pos:R:3:lowdin_charge:R:1 method="wB97M-V/def2-TZVPD" homo_energy_ev=-7.2909 lumo_ev=0.41 largest_force_ev_per_a=0.6 energy_ha=-7913.095215
Te 0.397 -0.614 0.705 0.5610
Cd -0.867 -0.025 -1.950 1.1056
Ge -2.380 2.003 -1.318 0.8225
Ge 0.775 1.955 0.939 0.5800
S 1.828 0.742 -3.289 0.8594
Si 1.391 -4.066 1.669 0.3222
Si 4.361 -1.603 0.893 0.3377
Si 2.261 -1.874 1.917 0.1512
Si 2.395 -1.284 4.208 0.3515
O -1.648 -3.470 -1.662 -0.0290
O -2.797 -1.661 -2.318 -0.1131
N -1.146 0.270 -4.464 -0.1409
N -3.178 -2.247 0.730 0.1107
N 0.172 -1.867 -3.040 -0.1463
C -2.514 3.142 -2.958 -0.4037
C 1.838 3.553 3.167 -0.1593
C -3.342 4.424 -2.906 -0.1678
C 0.679 -0.951 4.895 -0.2193
C 3.153 -2.737 5.137 -0.2112
C -4.094 4.425 0.412 -0.0556
C -0.853 2.995 1.028 -0.2509
C -4.510 0.916 0.438 -0.1801
C -0.108 -1.993 -4.474 -0.1885
C -3.493 -2.900 -0.384 -0.2065
C -2.774 6.820 0.840 -0.0844
C 4.600 -2.762 -0.569 -0.2094
C -0.265 1.184 -5.175 -0.2724
C 2.487 -5.320 2.554 -0.2119
C 1.580 -2.029 -2.710 -0.3243
C -4.966 -3.383 1.846 -0.0716
C 1.234 0.934 -5.001 -0.4348
C 1.335 -4.553 -0.140 -0.2013
C -3.908 -2.494 1.818 -0.1521
C -4.209 1.308 -1.004 -0.4010
C 1.937 2.759 -0.439 -0.3773
C -4.816 5.588 0.624 -0.0767
C 5.695 -2.022 2.153 -0.2147
C 2.488 -0.949 -3.303 -0.4433
C 4.537 0.175 0.319 -0.2081
C -2.582 -2.647 -1.565 -0.6548
C 1.218 3.565 -1.512 -0.2000
C -4.161 6.793 0.838 -0.0944
C -1.887 3.200 0.204 -0.3595
C 1.701 2.120 2.658 -0.4118
C -1.252 -1.104 -4.960 -0.2003
C -4.539 -3.815 -0.461 -0.0093
C -5.289 -4.055 0.674 -0.0699
C -2.055 5.651 0.643 -0.0528
C 3.552 0.161 4.583 -0.2078
C -0.344 -4.111 2.368 -0.2072
C -2.700 4.429 0.435 -0.2591
H 3.552 -5.160 2.379 0.0221
H -0.439 -3.555 3.301 0.0182
H -3.416 4.885 -3.895 0.0654
H 2.688 1.677 2.499 0.0342
H 2.775 -1.177 -4.330 0.0718
H 2.488 3.604 4.043 0.0654
H -5.520 -3.546 2.760 0.0979
H 5.477 -2.453 -1.144 0.0372
H -3.624 -1.949 2.712 0.1094
H 4.777 -3.781 -0.219 0.0337
H 4.420 0.878 1.147 0.0211
H -4.359 4.235 -2.559 0.0597
H 0.482 2.957 -2.044 0.0000
H 2.630 -3.678 4.993 0.0054
H 2.622 3.406 0.119 0.0627
H 5.545 -3.019 2.570 0.0228
H 3.421 -0.929 -2.736 0.0589
H 2.234 -6.310 2.163 0.0308
H -0.756 3.716 1.847 0.0532
H 0.752 -0.383 5.827 0.0353
H 2.268 4.216 2.412 0.0626
H -6.112 -4.758 0.651 0.1039
H -4.361 1.736 1.144 0.0504
H -1.043 -3.687 1.648 0.0048
H 1.192 1.495 3.393 0.0373
H 6.676 -2.012 1.670 0.0335
H 5.724 -1.311 2.979 0.0128
H 1.756 1.788 -5.437 0.0751
H 0.801 -1.765 -5.028 0.0896
H 1.115 -5.624 -0.190 0.0418
H 3.052 1.127 4.588 0.0040
H 1.923 3.960 -2.247 0.0719
H -0.390 -2.575 -2.531 0.0522
H -5.538 0.563 0.552 0.0726
H 3.961 -0.005 5.584 0.0360
H -1.497 3.373 -3.289 0.0243
H -5.898 5.555 0.614 0.1034
H 1.658 -2.012 -1.622 0.0284
H 0.671 4.406 -1.082 0.0624
H -3.843 0.112 0.746 0.0361
H -2.185 -1.506 -4.570 0.0990
H 3.120 -2.498 6.205 0.0356
H 4.395 0.220 3.893 0.0122
H 0.047 -0.394 4.202 0.0080
H 0.177 -1.894 5.119 0.0231
H -2.248 7.755 0.988 0.1003
H 2.282 -4.386 -0.657 0.0080
H 4.201 -2.878 4.866 0.0258
H 3.743 -2.789 -1.243 -0.0118
H 0.874 3.972 3.456 0.0616
H -4.746 -4.321 -1.394 0.1179
H 3.779 0.414 -0.430 -0.0033
H -0.638 -5.147 2.555 0.0392
H -4.726 7.703 0.993 0.0984
H 2.317 -5.345 3.629 0.0112
H -0.973 5.685 0.622 0.1048
H -2.908 5.161 -2.233 0.0583
H 0.527 -4.040 -0.664 0.0056
H -2.947 2.485 -3.723 0.0406
H -0.356 -3.031 -4.723 0.1324
H 5.520 0.343 -0.130 0.0393
H -4.926 2.038 -1.394 0.0487
H 1.970 -3.004 -3.039 0.1284
H -4.626 3.503 0.221 0.0783
H -4.280 0.423 -1.642 0.0355
H -0.466 1.184 -6.258 0.1217
H -2.068 0.688 -4.420 0.0837
H -1.283 -1.140 -6.058 0.1209
H 2.553 1.974 -0.878 -0.0085
H 1.560 0.062 -5.564 0.0624
H -0.498 2.187 -4.811 0.0946

---

[12]
45
Properties=species:S:1:pos:R:3:lowdin_charge:R:1 method="wB97M-V/def2-TZVPD" homo_energy_ev=-9.2909 lumo_ev=0.53 largest_force_ev_per_a=1.5 smiles="O=C(O)N(O)CCO.O=S1(=O)CCCC1.O=S1(=O)CCCC1" energy_ha=-1885.890135
S 0.169 -0.356 6.906 0.6603
S 0.265 -1.732 -4.438 0.6759
O -1.124 4.088 0.170 0.1499
O 0.072 1.506 -2.851 -0.0932
O -0.172 -1.670 6.424 -0.3216
O -0.098 -0.337 -4.427 -0.3117
O 1.387 -2.209 -3.671 -0.3205
O 0.226 -0.069 8.316 -0.3261
O -1.774 1.992 0.391 0.1339
O 0.721 1.594 1.540 -0.0046
N 0.502 2.468 0.465 -0.1291
C 1.697 0.160 6.128 -0.2307
C 0.447 0.952 -1.598 -0.2317
C 1.170 2.018 -0.758 -0.1103
C 1.253 0.847 4.840 -0.2298
C -1.841 -2.970 -5.399 -0.2212
C -0.876 2.783 0.329 -0.5497
C 0.046 1.713 5.222 -0.2120
C -1.186 -2.708 -4.047 -0.2282
C 0.417 -2.286 -6.144 -0.2157
C -0.884 0.850 6.085 -0.2177
C -0.695 -3.320 -6.358 -0.2141
H -1.817 -2.155 -3.355 0.1069
H -0.474 2.091 4.343 0.1060
H 2.055 1.441 4.407 0.1156
H 2.189 0.860 6.802 0.1073
H -1.405 1.432 6.842 0.1010
H 1.348 2.881 -1.406 0.1290
H -2.352 -2.069 -5.746 0.1189
H 2.330 -0.709 5.964 0.1074
H 2.151 1.645 -0.465 0.1248
H -0.313 4.540 -0.106 0.1285
H 0.289 -1.415 -6.784 0.1042
H -0.319 -4.319 -6.126 0.1166
H -1.026 -3.329 -7.396 0.1134
H -2.576 -3.770 -5.336 0.1150
H -0.845 -3.634 -3.585 0.1084
H -0.845 1.285 -3.036 0.0770
H 1.408 -2.708 -6.289 0.1020
H 0.953 0.098 4.104 0.1129
H 0.386 2.577 5.797 0.1176
H 1.175 0.157 -1.813 0.1104
H -1.603 0.302 5.480 0.1032
H -0.382 0.473 -1.072 0.1190
H -0.049 1.009 1.650 0.1025